# 1
# C6H6N3OP

One molecule with the formula C6H6N3OP at a distorted geometry (the ωB97M-V functional and the def2-TZVPD basis, the Open Molecules 2025 dataset).

Computed properties:
LUMO level = 0.19 eV
gap between HOMO and LUMO = 0.301 Ha
calculated total energy = -22122.536 eV
SMILES = POc1ccn2ncncc12
strongest force on any atom = 0.1183 Eh/bohr
ΔE to the lowest compared entry with this formula, charge and spin = 194.6 kJ/mol

Last column: Mulliken charge in e.
Positions of all 17 atoms, in Å:
H  1.1426  2.9379  -0.0470  0.342
P  -3.5572  -0.5950  -0.4673  0.007
H  0.4666  -2.4751  0.5373  0.369
H  -1.4720  2.5076  0.6671  0.419
C  -1.1053  0.3859  0.4051  0.724
H  3.9824  -0.6137  -0.6370  0.323
C  0.9373  -1.5307  0.1538  -0.103
C  0.2804  -0.2336  0.0846  0.078
H  -4.0207  -1.6100  0.4879  0.069
N  2.2229  -1.6265  -0.0944  -0.583
C  0.4784  1.9924  0.0183  0.071
N  2.4693  0.7340  -0.4306  -1.203
H  -2.8726  -1.6855  -1.0505  0.054
C  2.8707  -0.4716  -0.4037  0.031
C  -0.8400  1.7336  0.3247  -0.947
O  -2.1734  -0.3594  0.5457  -0.484
N  1.1903  0.9100  -0.0942  0.832

---

# 2
# C43H36N3O8P4S2Ti

C43H36N3O8P4S2Ti as an isolated structure at a distorted geometry (the ωB97M-V functional and the def2-TZVPD basis, the Open Molecules 2025 dataset).

Computed properties:
LUMO level = 1.97 eV
gap between HOMO and LUMO = 0.259 Ha
calculated total energy = -147977.469 eV
net charge = -1
strongest force on any atom = 0.0523 Eh/bohr
ΔE to the lowest compared entry with this formula, charge and spin = 0.0 kJ/mol

Last column: Mulliken charge in e.
Positions of all 97 atoms, in Å:
H  -5.0936  4.0407  -3.4904  0.376
H  -0.9136  3.5684  -4.0188  0.536
H  -2.9930  -2.7669  -3.8642  0.448
H  1.3798  -5.9457  0.6985  0.501
C  -3.0914  1.4332  -2.5569  -0.756
C  0.5143  -5.4435  1.1003  -0.678
C  -1.6830  -4.1340  2.2264  -0.385
H  3.5282  0.7084  -5.7301  0.419
H  -5.2136  1.8623  -2.2653  0.410
C  -0.7066  -0.6009  -2.5556  0.254
C  5.6147  -2.0032  4.1200  -0.083
C  -1.7643  -5.4360  1.9073  -0.665
C  0.9337  -1.1269  4.8886  -0.164
C  -0.6590  -6.1297  1.3915  -0.640
C  -0.4745  -3.4792  2.0656  0.647
H  -1.6049  -4.3413  -2.3734  0.364
H  -2.7270  -5.9907  2.0084  0.330
C  -0.0966  -1.4203  7.0416  -0.601
C  -4.2525  2.2421  -2.6763  -0.410
O  3.5148  3.1346  -2.0624  -0.660
H  -0.1206  -1.2819  8.1305  0.361
H  1.1487  5.6084  0.3778  0.471
C  -1.2048  -1.9849  6.4048  -0.663
N  4.6648  0.5902  6.2808  -0.658
C  -2.1291  -2.4305  -3.2874  -1.013
H  0.3316  3.2856  -1.7538  -0.115
H  -1.5837  3.2214  -0.1274  0.275
H  4.0389  2.3921  1.1793  0.167
C  0.9799  -0.9905  6.2727  -0.698
C  -2.9418  1.1005  1.9224  -1.060
H  -3.1029  2.0510  2.3471  0.439
C  -1.6949  -0.9291  1.9603  0.548
C  -1.3707  -3.2734  -2.4631  -0.537
C  0.2958  1.1612  -6.7798  -0.810
O  -0.8809  2.5408  -0.1161  -0.529
C  2.0362  5.0511  0.1430  -1.813
C  -3.5525  0.7241  0.7373  -0.148
H  -1.4203  0.6153  3.3798  0.481
O  2.8158  1.0975  -0.6762  -0.626
C  4.7639  0.0101  5.2819  0.006
H  1.7826  -0.8430  4.3022  -0.019
H  -0.7821  -7.1819  1.1723  0.400
C  -1.7302  -1.0990  -3.3634  -0.479
N  1.1575  -1.2258  1.9859  0.074
C  0.5930  -4.0806  1.4753  -0.780
H  -1.3982  1.3950  -5.4963  0.275
C  4.3342  -0.3269  2.9242  0.687
H  2.3603  0.9875  -3.5478  0.301
C  0.0281  -1.4771  -1.7298  0.382
C  -0.3210  1.2679  -5.5710  -0.345
C  4.9040  -0.7698  4.1101  0.577
C  -0.1887  -1.6628  4.2737  0.326
N  6.2582  -2.9615  4.1277  -0.608
C  -0.2664  -2.8299  -1.7359  -1.513
H  -4.2040  1.4322  0.2584  0.423
P  -0.1916  -1.7752  2.5100  1.962
C  -1.2611  -2.1287  5.0288  -0.445
H  -2.5255  -3.6047  2.6547  0.344
C  2.4351  0.8449  -5.6587  -0.875
H  -3.1152  0.5381  -1.9628  0.197
C  -1.8690  1.9323  -2.9946  0.641
C  1.5449  3.7034  -0.3401  1.121
H  -0.3198  1.2616  -7.6862  0.382
O  2.1362  -1.5738  -0.6415  -0.609
H  -2.0478  -2.2598  7.0074  0.414
H  -2.1314  -2.5867  4.5799  0.198
C  1.6858  0.9127  -6.8282  -0.422
C  -3.3539  -0.5608  0.2423  -1.045
C  -4.2042  3.4222  -3.4094  -0.765
C  0.4269  1.2139  -4.3782  0.756
H  0.3159  -3.5002  -1.1400  0.815
C  -2.9930  3.8314  -3.9580  -0.746
H  -2.9726  4.7591  -4.4864  0.442
H  2.2027  0.8308  -7.7943  0.331
H  2.7033  5.5605  -0.5473  0.306
C  1.0480  -0.9696  -0.7668  1.954
O  1.0265  1.6509  1.1849  -0.317
O  0.9652  3.9777  -1.6413  -0.782
P  2.9646  2.5995  -0.6521  0.441
H  2.7984  3.6631  -2.4554  0.454
Ti  2.0877  -0.1530  0.8975  0.684
H  -3.9324  -0.9215  -0.6076  0.512
H  1.5201  -3.4931  1.3808  0.462
O  -0.1137  3.9322  1.9170  -0.927
C  1.7853  0.9848  -4.4647  -0.264
O  4.0270  3.0457  0.4352  -0.582
H  -2.2163  -0.4427  -4.0743  0.317
C  -1.8426  3.1307  -3.7067  -1.045
H  1.8823  -0.6257  6.6916  0.547
H  -2.2614  -2.4049  0.4754  0.191
S  3.4283  1.2061  2.7992  -0.590
P  -0.2514  1.1556  -2.6816  2.001
C  -2.4205  -1.3863  0.8790  -0.093
S  4.2505  -1.2637  1.4814  -0.610
C  -1.9529  0.2925  2.5111  -0.848
P  0.3370  2.9715  0.8917  1.033
H  2.5917  4.8739  1.0535  0.440

---

# 3
# C3H9N3O2

One molecule with the formula C3H9N3O2 at a distorted geometry (the ωB97M-V functional and the def2-TZVPD basis, the Open Molecules 2025 dataset).

Computed properties:
LUMO level = 0.84 eV
gap between HOMO and LUMO = 0.330 Ha
calculated total energy = -11817.435 eV
SMILES = COC/C(=N\O)NN
strongest force on any atom = 0.0967 Eh/bohr
ΔE to the lowest compared entry with this formula, charge and spin = 639.2 kJ/mol

Last column: Mulliken charge in e.
Positions of all 17 atoms, in Å:
H  2.9696  -1.0256  -2.2082  0.332
H  1.1680  -1.6508  1.9235  0.262
H  0.4084  1.1003  -0.7992  0.312
O  -1.2297  0.0831  0.0259  -0.466
H  -2.9941  1.3305  -0.0082  0.239
H  0.1186  -0.4486  -1.4632  0.376
H  -1.4573  1.9452  -0.9209  0.312
N  0.5747  -1.1057  1.4082  0.006
H  -0.8342  0.2800  1.8813  0.361
C  0.9136  -0.7528  0.1535  0.127
H  0.5987  0.5263  2.5145  0.235
O  2.2770  -0.5990  -1.7297  -0.354
N  2.0316  -1.1054  -0.4738  -0.690
C  -2.0882  1.0646  -0.6409  -0.638
N  0.0170  -0.2442  2.3455  -0.736
H  -2.5171  0.5231  -1.4308  0.275
C  0.0434  0.0791  -0.5775  0.048

---

# 4
# C4H11N3O2

A 2-piece molecular cluster, C4H11N3O2 overall at a distorted geometry (the ωB97M-V functional and the def2-TZVPD basis, the Open Molecules 2025 dataset).

Computed properties:
LUMO level = 0.75 eV
gap between HOMO and LUMO = 0.366 Ha
calculated total energy = -12890.859 eV
SMILES = CN=C(N)N.CC(=O)O
strongest force on any atom = 0.0791 Eh/bohr
ΔE to the lowest compared entry with this formula, charge and spin = 190.2 kJ/mol

Last column: Mulliken charge in e.
Positions of all 20 atoms, in Å:
H  1.2358  0.3719  -2.3513  0.261
H  1.9070  -1.8087  3.4557  0.272
H  -2.5264  1.2815  0.0286  0.257
O  -0.3508  -0.8052  1.7807  -0.526
H  -0.3334  -1.6763  -1.6652  0.228
H  1.0404  -0.4898  4.0836  0.307
H  -1.8162  -1.2110  -2.5489  0.187
H  2.5535  -0.0624  3.3103  0.246
N  -2.5586  0.4301  -0.5501  -0.538
C  1.6210  -0.7682  3.2494  -0.936
C  -1.2366  0.2123  -1.2318  0.659
N  -1.0358  -0.9442  -2.0386  -0.470
N  -0.4440  1.1663  -1.2848  -0.617
C  0.4908  1.1683  -2.3388  -0.810
H  0.9336  0.6924  0.4887  0.344
H  -0.0253  1.0365  -3.2675  0.392
C  0.8000  -0.6192  2.0108  0.757
O  1.5254  0.2635  1.2424  -0.505
H  1.1368  2.1182  -2.2741  0.265
H  -2.9170  -0.3558  -0.0991  0.228